{
  "formula": "C2HCdO3",
  "method": "ωB97M-V with the def2-TZVPD basis set",
  "symbols": ["O", "C", "O", "C", "O", "Cd", "H"],
  "positions_angstrom": [[0.58710, 0.53864, -0.85652], [1.42537, -0.44420, -1.28471], [1.86026, -1.32530, -0.60582], [-0.55442, 0.35586, -0.09795], [-0.85559, -0.75134, 0.33256], [-1.42263, 1.10349, 1.61189], [1.74226, -0.21941, -2.31819]],
  "atomic_forces_ev_per_a": [[-3.52, 2.32, 1.11], [2.22, -2.39, 0.00], [-0.94, 1.13, -0.66], [3.29, -2.76, -0.26], [-0.29, 0.52, -1.19], [-0.53, 1.26, 0.74], [-0.23, -0.07, 0.26]],
  "max_force_ev_per_a": 4.4,
  "total_charge": 1,
  "e_lumo_ha": -0.300,
  "e_homo_ha": -0.53377,
  "energy_ev": -12785.8181,
  "relative_energy_ev": 0.7477,
  "orbital_gap_ev": 6.3
}